(1)
Below is a structure of composition C24H19N3O4SSn at a distorted geometry, with properties calculated with ωB97M-V/def2-TZVPD.

Geometry as XYZ:
```
52
Properties=species:S:1:pos:R:3:lowdin_charge:R:1
Sn 1.14087 0.42818 -0.55888 1.352
C -1.58290 2.80187 -3.15745 -0.074
C -1.72058 2.00575 -4.28507 -0.081
C -1.21339 0.71634 -4.28121 -0.043
C -0.56186 0.22244 -3.15080 -0.214
C -0.38723 1.02528 -2.01883 -0.289
C -0.91443 2.31362 -2.04099 -0.118
C -0.07704 -1.18856 -3.10542 -0.213
C -0.25803 -2.09027 -4.19329 0.007
C 0.16282 -3.37378 -4.08075 0.004
C 0.78931 -3.81465 -2.88913 -0.156
C 1.25089 -5.13844 -2.70339 -0.035
C 1.85595 -5.50052 -1.53539 -0.077
C 2.02774 -4.54574 -0.50679 -0.067
C 1.58769 -3.26213 -0.65894 -0.016
C 0.94743 -2.87216 -1.85987 -0.195
N 0.50393 -1.58186 -1.99424 0.049
H -1.98713 3.80642 -3.14912 0.104
H -2.22354 2.38255 -5.16619 0.102
H -1.34009 0.11209 -5.16821 0.094
H -0.79605 2.95772 -1.18012 0.071
H -0.73537 -1.75676 -5.10016 0.100
H 0.02727 -4.07138 -4.89903 0.121
H 1.12125 -5.85378 -3.50665 0.113
H 2.21360 -6.51192 -1.39654 0.103
H 2.52146 -4.83714 0.41177 0.105
H 1.72596 -2.52428 0.12105 0.073
C 0.61618 -2.78078 3.08622 0.006
C 0.07049 -1.62951 2.28694 -0.555
N -1.20491 -1.27951 2.47968 0.194
O 0.78208 -1.05621 1.46044 -0.157
H 0.11101 -2.90477 4.04258 0.079
H 1.67936 -2.62089 3.24475 0.090
H 0.48912 -3.69664 2.50494 0.086
H -1.75064 -1.73069 3.19126 0.111
H -1.55684 -0.42066 2.04543 0.032
O -1.77725 1.05265 1.96720 0.030
C -0.88851 1.88982 1.89578 -0.459
N 0.07151 1.94723 0.92852 -0.192
S 1.15951 3.15488 1.20458 0.569
O 1.15642 4.07850 0.10099 -0.295
O 2.42345 2.59479 1.60427 -0.323
C 0.33549 3.82291 2.60515 -0.218
C 0.66231 4.92468 3.36940 -0.026
C -0.15900 5.20148 4.45521 -0.063
C -1.25829 4.39514 4.75000 -0.061
C -1.56751 3.29268 3.96228 0.001
C -0.75121 3.02062 2.88152 -0.126
H 1.51526 5.54584 3.13299 0.124
H 0.06004 6.05676 5.08092 0.107
H -1.87828 4.63544 5.60366 0.105
H -2.41832 2.65734 4.16892 0.121
```

Calculated values
HOMO-LUMO gap: 7.63 eV
energy: -54524.6215 eV
energy above the lowest of the compared OMol25 structures with the same formula, charge and spin: 0.0 kcal/mol
net charge: 0
HOMO energy: -0.29181 hartree
largest force on an atom: 1.42 eV Å⁻¹
lowest unoccupied orbital energy: -0.315 eV

***

(2)
Below is a structure of composition C24H19N5O6SeZn at a distorted geometry, with properties calculated with ωB97M-V/def2-TZVPD.

Geometry as XYZ:
```
56
Properties=species:S:1:pos:R:3:lowdin_charge:R:1
Zn -1.06633 0.95291 -0.40108 0.645
O -3.27213 1.95875 5.08659 0.085
C -2.78908 1.68517 3.86160 -0.280
C -2.46656 0.38313 3.46732 0.073
C -1.93819 0.18839 2.20657 -0.134
N -1.71579 1.21310 1.40156 0.061
C -2.05166 2.45260 1.72648 -0.134
C -2.60437 2.74074 2.95954 0.089
C -1.80611 3.44207 0.56672 -0.601
O -2.13925 4.60161 0.70035 0.059
O -1.27652 2.90751 -0.46173 -0.078
C -1.60846 -1.16735 1.55545 -0.581
O -1.65261 -2.17536 2.23718 0.055
O -1.33001 -1.05634 0.32297 -0.176
H -3.36200 1.14810 5.60644 0.119
H -2.61777 -0.46088 4.12222 0.125
H -2.88294 3.75123 3.21473 0.133
Se -1.12727 -1.22151 -2.28638 1.330
N -1.89504 0.32328 -2.03012 -0.265
C -2.28804 0.84447 -3.19447 -0.312
C -2.94774 2.07426 -3.36812 -0.002
C -3.29651 2.45340 -4.63403 -0.064
C -2.99385 1.64242 -5.74989 -0.080
C -2.35164 0.44314 -5.61578 -0.021
C -1.99037 0.00459 -4.32355 -0.369
N -1.38291 -1.13926 -4.00874 -0.215
H -3.13918 2.69320 -2.50535 0.115
H -3.80295 3.39632 -4.78991 0.108
H -3.27230 1.99493 -6.73329 0.103
H -2.11838 -0.16518 -6.47526 0.112
C 4.56514 -1.63726 1.10807 0.002
N 3.66498 -0.63020 0.62205 -0.062
N 2.39698 -0.90309 0.15185 0.080
C 1.90222 0.22272 -0.46421 -0.364
O 0.74992 0.30618 -0.96236 -0.116
C 2.93527 1.19225 -0.39762 0.079
C 3.99228 0.63428 0.27350 -0.251
C 5.30397 1.22802 0.63751 -0.004
C 1.68960 -2.06538 0.55290 -0.207
C 1.08259 -2.89252 -0.38036 -0.050
C 0.34468 -3.98434 0.04956 -0.064
C 0.25346 -4.28630 1.39515 -0.072
C 0.91929 -3.49759 2.31801 -0.076
C 1.61696 -2.37918 1.90693 -0.026
H 4.06214 -2.60110 1.08238 0.094
H 4.86113 -1.42676 2.13841 0.100
H 5.46178 -1.67954 0.48442 0.101
H 2.85936 2.18655 -0.78791 0.123
H 5.25583 2.30706 0.52658 0.090
H 6.09838 0.85137 -0.00672 0.092
H 5.56221 0.99843 1.66964 0.087
H 1.16422 -2.67315 -1.43433 0.089
H -0.16778 -4.59550 -0.67877 0.111
H -0.34669 -5.11636 1.73580 0.113
H 0.87465 -3.73789 3.36669 0.111
H 2.08339 -1.73015 2.63482 0.123
```

Calculated values
HOMO-LUMO gap: 8.02 eV
energy: -158697.7969 eV
energy above the lowest of the compared OMol25 structures with the same formula, charge and spin: 23.8 kcal/mol
net charge: 0
HOMO energy: -0.32195 hartree
largest force on an atom: 1.61 eV Å⁻¹
lowest unoccupied orbital energy: -0.742 eV

***

(3)
Below is a structure of composition C24H20BF6N4O8S at a distorted geometry, with properties calculated with ωB97M-V/def2-TZVPD.

Geometry as XYZ:
```
64
Properties=species:S:1:pos:R:3:lowdin_charge:R:1
C -3.47992 3.00471 -0.53812 -0.112
C -2.31797 2.12512 -0.73735 -0.587
C -2.05258 1.39465 -1.90012 -0.121
C -0.74269 0.91828 -1.94304 -0.110
C 0.06461 1.26801 -0.80248 -0.491
B -1.03323 -3.26422 1.01142 -0.979
C 1.33531 2.00798 -1.01407 -0.207
C 1.86911 2.79290 0.01011 0.013
C 3.18836 3.20588 -0.08973 -0.098
C 3.83544 3.91136 1.06345 -0.514
F 4.64854 4.93006 0.64999 0.114
F 2.90819 4.45122 1.91275 0.112
F 4.60603 3.05363 1.80539 0.124
C 3.93600 2.96307 -1.24697 0.056
C 3.35761 2.26969 -2.29739 -0.108
C 4.14019 1.97523 -3.54828 -0.510
F 3.94344 0.69397 -3.98951 0.122
F 3.76261 2.81004 -4.56961 0.112
F 5.48129 2.14315 -3.35784 0.117
C 2.04319 1.82528 -2.22119 0.045
O -1.98607 -3.13881 2.01770 0.052
C -3.04721 -2.18095 1.81296 -0.114
C -3.60633 -2.23865 0.36594 -0.496
C -4.50981 -3.47579 0.28665 -0.048
C -4.44099 -0.99858 0.05249 -0.050
C -2.50395 -2.32479 -0.72495 -0.124
O -1.37650 -3.12186 -0.37042 -0.004
S -1.00352 2.05040 0.36280 1.132
H -3.97293 3.18225 -1.50147 0.086
H -4.19804 2.56121 0.16164 0.078
H -3.16501 3.97555 -0.14031 0.076
H -2.78127 1.29572 -2.70048 0.117
H -0.30220 0.36778 -2.77334 0.125
H 1.31009 3.00734 0.92295 0.103
H 4.95513 3.30448 -1.32018 0.131
H 1.58476 1.28830 -3.04745 0.128
H -3.84737 -2.44639 2.49597 0.119
H -2.69737 -1.17507 2.10028 0.128
H -4.99650 -3.51771 -0.69958 0.081
H -3.90572 -4.38449 0.44196 0.099
H -5.30056 -3.42189 1.05766 0.086
H -4.87162 -1.10577 -0.94903 0.087
H -5.25467 -0.84225 0.77283 0.088
H -3.79148 -0.10387 0.04733 0.065
H -2.90008 -2.77915 -1.64016 0.131
H -2.12510 -1.31198 -0.94158 0.108
O 3.00008 -0.29817 4.69747 0.052
N 2.16387 -1.06664 4.21196 -0.334
O 1.69695 -2.05268 4.82466 0.028
C 1.62644 -0.86568 2.88046 -0.061
C 0.47492 -1.56849 2.48449 0.011
C -0.00104 -1.47110 1.21274 -0.011
N 0.85103 -4.16423 -0.17749 0.089
O 0.03513 -4.16361 1.19264 0.055
O 0.67296 -5.12468 -0.79501 0.102
C 0.49559 -0.62251 0.18464 -0.062
C 1.85337 -0.31353 0.51263 -0.159
N 2.89516 -0.46270 -0.36573 -0.169
O 2.95909 -0.76890 -1.54076 0.038
O 4.09057 -0.33854 0.42101 0.013
N 3.78085 -0.28046 1.77531 0.142
C 2.40702 -0.28829 1.79996 -0.137
H -0.00415 -2.20907 3.23639 0.130
H 0.24299 -0.88573 -0.84305 0.109
```

Calculated values
HOMO-LUMO gap: 5.62 eV
energy: -75361.3697 eV
energy above the lowest of the compared OMol25 structures with the same formula, charge and spin: 58.8 kcal/mol
net charge: -1
HOMO energy: -0.16510 hartree
largest force on an atom: 4.77 eV Å⁻¹
lowest unoccupied orbital energy: 1.125 eV

***

(4)
Below is a structure of composition C24H20BrCl2IrNOS at a distorted geometry, with properties calculated with ωB97M-V/def2-TZVPD.

Geometry as XYZ:
```
51
Properties=species:S:1:pos:R:3:lowdin_charge:R:1
Ir -0.03934 -0.13354 0.29156 0.827
Br 1.66917 0.86945 2.45630 0.853
C 3.16291 0.45642 1.34007 -0.563
C 4.37410 0.37188 1.94926 -0.118
C 5.51725 0.11630 1.16312 -0.057
C 5.39846 0.03549 -0.18957 -0.016
C 4.13677 0.14818 -0.82863 -0.154
C 4.04023 0.09860 -2.23897 -0.026
C 2.82550 0.13431 -2.84527 -0.056
C 1.64919 0.18836 -2.06563 -0.124
C 1.67431 0.25390 -0.69397 -0.272
C 2.95488 0.29128 -0.05125 -0.206
H 4.46484 0.51123 3.01773 0.106
H 6.47964 0.00869 1.64402 0.115
H 6.26989 -0.12473 -0.81203 0.122
H 4.95197 0.04150 -2.82027 0.120
H 2.75198 0.10402 -3.92452 0.113
H 0.70675 0.15307 -2.58762 0.062
O -1.74284 0.44458 2.01031 -0.190
C -2.79711 1.36256 1.71024 -0.216
C -2.27040 2.78644 1.58121 -0.142
C -1.01922 2.90067 0.68560 -0.141
C -1.32807 2.42516 -0.69441 -0.248
C -1.86896 3.29522 -1.62850 0.009
C -2.22535 2.83650 -2.87918 -0.017
C -2.05593 1.49340 -3.16517 -0.019
C -1.51318 0.67104 -2.20465 -0.159
N -1.13413 1.11748 -0.98827 -0.040
H -1.36975 0.65597 2.87345 0.084
H -3.57027 1.31654 2.47830 0.130
H -3.23028 1.00994 0.77517 0.124
H -2.02283 3.19631 2.56336 0.123
H -3.08235 3.38929 1.16641 0.127
H -0.20426 2.30333 1.09126 0.024
H -0.69256 3.93941 0.66825 0.132
H -2.01250 4.33168 -1.35497 0.131
H -2.63226 3.51250 -3.61956 0.124
H -2.34036 1.08001 -4.12188 0.123
H -1.38266 -0.37860 -2.39532 0.021
Cl 0.24485 -1.98731 2.04191 0.722
C -0.99301 -3.11358 1.53731 -0.619
C -1.54334 -3.96516 2.47311 -0.090
C -2.49799 -4.87458 2.04942 -0.060
C -2.86304 -4.92223 0.71190 -0.088
C -2.29161 -4.04814 -0.19716 -0.674
Cl -2.75243 -4.13597 -1.86115 0.704
C -1.34978 -3.09855 0.20640 -0.655
S -0.67029 -1.96577 -0.94874 0.707
H -1.22774 -3.91975 3.50660 0.115
H -2.95268 -5.54723 2.76270 0.116
H -3.59615 -5.63560 0.36170 0.114
```

Calculated values
HOMO-LUMO gap: 7.03 eV
energy: -137505.9832 eV
energy above the lowest of the compared OMol25 structures with the same formula, charge and spin: 13.7 kcal/mol
net charge: +1
HOMO energy: -0.38826 hartree
largest force on an atom: 1.36 eV Å⁻¹
lowest unoccupied orbital energy: -3.532 eV

***

(5)
Below is a structure of composition C24H20BrClN3O2STi at a distorted geometry, with properties calculated with ωB97M-V/def2-TZVPD.

Geometry as XYZ:
```
53
Properties=species:S:1:pos:R:3:lowdin_charge:R:1
Ti -1.30962 0.32256 -0.05505 0.757
O 2.76098 -0.14671 3.50467 0.043
C 1.63414 -0.19604 4.26242 -0.279
C 1.76840 -0.23850 5.64483 -0.025
C 0.63969 -0.27942 6.44847 -0.102
C -0.62812 -0.26936 5.88337 -0.100
C -0.75779 -0.23673 4.50162 -0.024
C 0.36032 -0.21194 3.68269 -0.100
C 0.24122 -0.25468 2.17777 -0.417
O -1.06417 -0.12200 1.71484 -0.261
N 1.02867 0.79539 1.58408 -0.059
N 0.63013 0.84936 0.18032 -0.184
C 1.70818 1.44918 -0.47967 -0.201
C 1.99008 1.72942 -1.72858 -0.113
Br -0.93120 0.97163 -2.49512 0.218
C 2.60670 1.89808 -2.87142 -0.104
C 3.33184 0.82566 -3.57273 -0.223
C 3.36312 -0.48231 -3.08513 -0.030
C 4.06802 -1.46850 -3.75431 -0.095
C 4.74597 -1.17659 -4.93200 -0.116
C 4.70802 0.11576 -5.43528 -0.106
C 4.00625 1.10445 -4.76206 -0.057
H 2.50145 0.17574 2.61413 0.078
H 2.76449 -0.22823 6.06810 0.111
H 0.75392 -0.30863 7.52522 0.096
H -1.50904 -0.28860 6.51141 0.094
H -1.73276 -0.23539 4.03200 0.112
H 0.64876 -1.20851 1.80802 0.163
H 0.74169 1.66949 2.02867 0.142
H 2.49971 1.74113 0.20657 0.117
H 2.52874 2.84337 -3.40494 0.102
H 2.81516 -0.71499 -2.18001 0.111
H 4.07896 -2.47761 -3.36049 0.097
H 5.28882 -1.95261 -5.45704 0.090
H 5.22512 0.35579 -6.35657 0.093
H 3.97597 2.11268 -5.15998 0.103
Cl -7.20561 0.30327 -0.97151 0.640
C -5.59282 -0.34288 -0.91450 -0.675
C -5.03812 -0.69584 0.29576 -0.111
C -3.74401 -1.20456 0.32075 -0.076
C -2.98579 -1.36815 -0.84988 -0.388
C -1.55780 -1.68647 -0.74341 -0.208
C -3.59590 -0.99763 -2.06428 -0.086
C -4.87984 -0.50142 -2.09975 -0.094
H -5.59860 -0.56236 1.21052 0.109
H -3.31096 -1.49058 1.27292 0.114
H -1.05249 -1.92669 -1.67055 0.046
H -1.31650 -2.36599 0.07219 0.064
H -3.02836 -1.08246 -2.98016 0.089
H -5.33110 -0.20983 -3.03829 0.106
S -4.91394 3.40926 0.51787 0.527
C -3.63471 2.47153 0.26893 -0.937
N -2.69526 1.78846 0.08462 -0.055
```

Calculated values
HOMO-LUMO gap: 7.76 eV
energy: -150297.3322 eV
energy above the lowest of the compared OMol25 structures with the same formula, charge and spin: 0.0 kcal/mol
net charge: -1
HOMO energy: -0.19389 hartree
largest force on an atom: 1.37 eV Å⁻¹
lowest unoccupied orbital energy: 2.479 eV